No. 1
This record from the OMol25 dataset describes one molecule with the formula C21H25FN2O4S. The level of theory is ωB97M-V/def2-TZVPD.

SMILES   CC(=O)c1ccc(S(=O)(=O)N(C)CCCC(=O)N(C)Cc2ccccc2F)cc1
Frontier orbital gap   8.904 eV
Total energy   -46905.8460 eV
E_HOMO   -9.1 eV
E_LUMO   -0.2 eV
Energy relative to the best compared isomer or geometry (same formula, charge and spin)   16.08 kJ/mol

ORCA input file:
```
! RIJCOSX wB97M-V def2-TZVPD def2/J DEFGRID3
* xyz 0 1
C 0.18 1.24 -1.55
C -2.11 1.07 -0.82
C 3.39 -1.61 -1.86
C -0.08 -2.58 -0.93
C -1.16 0.92 -1.82
C 3.38 -0.39 0.17
C -1.22 -1.60 1.47
C 4.17 0.58 -0.42
H 0.56 -2.93 -1.74
H -5.25 -0.97 1.10
H 0.62 -0.70 -3.46
H -3.62 -1.59 2.87
C 0.28 -1.75 1.36
H 2.53 -2.71 1.15
H -0.81 -3.36 -0.70
H -1.08 0.10 2.77
C 2.98 -1.51 -0.54
O -2.45 2.14 2.90
H -1.61 -1.07 0.60
C 4.58 0.44 -1.74
F 2.99 -2.68 -2.60
H 1.57 1.94 -0.11
H -3.31 -0.12 3.82
C 1.24 1.17 -2.60
H -0.61 -1.69 -1.28
C 4.19 -0.66 -2.47
N 0.75 -2.28 0.21
H -5.61 0.09 2.49
H -0.16 2.19 1.70
H 4.49 -0.79 -3.50
O 1.03 -1.44 2.27
H 5.21 1.20 -2.19
H -5.37 0.80 0.88
C -5.05 0.00 1.55
N -3.63 0.14 1.76
C -3.10 -0.63 2.87
C -0.41 1.83 0.71
C 0.54 1.70 -0.29
C -1.60 -0.86 2.74
C 2.17 -2.59 0.12
H 1.88 0.17 -4.36
H 0.21 0.73 -4.41
O 2.26 1.80 -2.49
H 2.29 -3.54 -0.42
C 0.97 0.27 -3.78
H -1.26 -1.44 3.61
H 3.06 -0.29 1.20
H -1.67 -2.60 1.47
H -3.15 0.86 -1.00
H -1.46 0.59 -2.80
H 4.47 1.45 0.15
O -4.03 2.54 1.05
C -1.73 1.52 0.43
S -3.03 1.72 1.66
*
```

Atom charges from the Mulliken analysis, given in e for atoms 1 to 5: 0.82 -0.71 0.43 -0.94 -0.66

***

No. 2
This record from the OMol25 dataset describes C21H25N2O5SSc as an isolated structure. The level of theory is ωB97M-V/def2-TZVPD.

Frontier orbital gap   5.423 eV
Total energy   -66936.2725 eV
E_HOMO   -6.3 eV
E_LUMO   -0.8 eV

ORCA input file:
```
! RIJCOSX wB97M-V def2-TZVPD def2/J DEFGRID3
* xyz 0 1
C 1.60 2.00 0.86
H -3.47 4.53 -0.05
C 2.83 3.16 -0.82
C -1.63 -2.04 -0.47
C -2.05 -1.69 -1.73
H 3.01 4.94 1.47
C 1.78 -2.43 -1.73
H 2.01 3.07 -1.59
H 1.47 4.45 2.06
C -1.55 1.55 1.79
C 2.07 4.48 1.20
H -2.67 1.54 -1.87
C -1.74 1.73 0.33
H -2.56 4.19 1.49
C -3.38 -1.81 -2.03
H -4.10 3.37 1.04
H -3.62 3.13 -1.92
H -2.20 -3.11 1.38
C -3.17 3.73 0.63
C 2.56 -3.23 -0.74
C -2.69 2.63 -1.61
C 3.28 -4.28 -1.36
H -4.22 -3.82 0.54
H 0.62 2.79 2.67
C 3.00 -4.25 1.37
C 2.41 -3.18 0.66
H 3.38 4.09 -1.02
H 4.58 -5.71 1.47
H 1.55 1.33 2.87
O -1.15 0.92 -0.44
H -1.73 2.54 2.25
C 4.00 -5.21 -0.59
H 3.36 -4.36 -2.45
N 2.19 3.12 0.51
H 1.65 5.16 0.42
H 3.54 2.33 -0.91
H -1.83 3.13 -2.11
O 1.19 -1.30 -1.39
H -1.42 -1.18 -2.47
Sc 0.24 -0.53 0.16
O 1.60 -2.97 -2.81
H -2.28 0.85 2.27
H -3.70 -1.21 -2.92
C -4.23 -2.57 -1.23
H 2.86 -4.27 2.41
H -5.23 -2.82 -1.55
C -2.35 -2.84 0.35
H 4.59 -5.91 -1.12
S 1.56 -2.07 1.78
O -0.29 0.97 2.04
N -2.50 2.69 -0.14
O 1.75 0.89 0.18
C 3.92 -5.18 0.79
C -3.68 -3.21 -0.12
C 0.84 1.86 2.21
*
```

Atom charges from the Mulliken analysis, given in e for atoms 1 to 5: 0.88 0.38 -0.99 0.54 -0.40

***

No. 3
This record from the OMol25 dataset describes one molecule with the formula C21H25N3O. The level of theory is ωB97M-V/def2-TZVPD.

SMILES   Cc1ccc(NC(=O)N2CCN(C/C=C/c3ccccc3)CC2)cc1
Frontier orbital gap   8.944 eV
Total energy   -28700.9656 eV
E_HOMO   -8.2 eV
E_LUMO   0.7 eV
Energy relative to the best compared isomer or geometry (same formula, charge and spin)   150.85 kJ/mol

ORCA input file:
```
! RIJCOSX wB97M-V def2-TZVPD def2/J DEFGRID3
* xyz 0 1
N 0.07 1.80 -2.28
C 2.26 2.04 -3.23
H 1.00 -1.31 5.70
C 1.82 -0.06 -4.96
N -1.56 -1.84 0.34
H -2.55 -1.68 -2.13
C -2.65 -0.98 -0.09
H 2.43 2.87 -2.56
H -2.17 1.05 4.08
C -1.30 1.76 5.89
C -1.16 1.24 -1.98
H 4.93 -0.32 -5.39
C 4.13 0.17 -5.94
C -1.43 0.87 4.84
C -0.11 -0.93 -1.38
C -0.29 -1.18 0.12
H -0.25 2.25 7.69
C 0.35 -0.45 5.75
H -0.91 -3.09 1.85
H 0.51 -1.84 0.47
H 4.55 1.04 -6.44
C 3.24 1.65 -4.11
H -1.95 2.63 5.93
H -0.12 -1.88 -1.92
H 3.74 -0.52 -6.69
C -0.71 -1.23 3.68
C -2.50 -0.73 -1.59
H -3.60 -1.48 0.11
H -0.21 -0.22 0.66
C 0.48 0.44 6.80
C -0.35 1.55 6.87
C -1.71 -2.37 1.69
H -2.64 0.00 0.42
H -0.13 -0.19 -4.09
C -0.61 -0.26 4.76
H 0.07 2.80 -2.12
C 1.03 1.37 -3.19
C 0.82 0.32 -4.08
H 1.63 -0.88 -5.65
H -3.28 -0.05 -1.94
H 4.18 2.18 -4.13
H 0.09 -1.96 3.65
O -2.13 1.96 -1.80
C -1.69 -1.33 2.78
H 1.23 0.28 7.56
N -1.21 -0.12 -1.88
H 0.84 -0.43 -1.56
H -2.52 -0.64 2.78
C 3.04 0.59 -4.99
H -2.67 -2.90 1.72
*
```

Atom charges from the Mulliken analysis, given in e for atoms 1 to 5: -0.03 -0.57 0.33 -0.91 0.02

***

No. 4
This record from the OMol25 dataset describes one molecule with the formula C21H25N3O2S. The level of theory is ωB97M-V/def2-TZVPD.

SMILES   CCOC(=O)[C@@H]1CCCN(C(=S)Nc2ccc(Nc3ccccc3)cc2)C1
Frontier orbital gap   7.037 eV
Total energy   -41568.6609 eV
E_HOMO   -7.1 eV
E_LUMO   0.0 eV
Energy relative to the best compared isomer or geometry (same formula, charge and spin)   1580.14 kJ/mol

ORCA input file:
```
! RIJCOSX wB97M-V def2-TZVPD def2/J DEFGRID3
* xyz 0 1
H 2.89 4.59 3.07
C -0.45 -0.33 -0.31
C -2.87 0.60 -1.73
H 2.84 3.23 2.02
H 1.51 -1.86 2.51
C -5.37 -0.86 -2.63
N 2.81 -1.91 0.53
H 4.07 -1.96 -0.76
C 2.72 0.58 3.03
C -1.18 -0.90 -1.36
H -4.70 -1.36 -1.82
H 5.15 -2.45 1.81
H -2.63 2.17 -0.24
C -6.91 0.58 -4.14
H -7.48 1.29 -4.99
C 4.69 -0.46 1.61
C -2.27 -0.54 -1.92
C -5.94 1.22 -3.58
H 4.31 3.65 2.61
H 1.80 2.60 4.11
H 2.64 -2.85 2.53
H -2.65 -0.99 -2.98
O 1.59 0.83 2.72
H 5.29 0.07 2.23
H -6.57 -2.38 -2.98
H 4.09 0.27 0.90
N -4.00 1.03 -2.01
C 1.71 -1.22 -0.31
H 0.92 -0.24 1.05
N 0.77 -0.62 0.12
O 3.44 1.56 3.66
S 1.92 -1.86 -1.95
C 2.61 -2.00 2.09
C 3.51 -0.71 2.55
C 2.79 2.64 3.91
H 3.89 -1.14 3.46
C -0.96 0.96 -0.05
H -0.49 1.30 0.90
C -4.88 0.50 -3.04
H -5.63 2.22 -3.88
H -4.09 1.98 -2.17
C 5.01 -1.77 1.06
C -7.14 -0.85 -4.20
H 4.01 -3.46 0.27
H -8.02 -1.26 -4.61
C -2.22 1.26 -0.50
H -0.75 -2.09 -1.64
C 4.04 -2.55 0.10
C -6.42 -1.30 -3.14
C 3.15 3.57 2.90
H 6.10 -1.68 0.44
H 3.32 2.87 4.77
*
```

Atom charges from the Mulliken analysis, given in e for atoms 1 to 5: 0.40 0.70 0.91 0.36 0.26

***

No. 5
This record from the OMol25 dataset describes a 2-piece molecular cluster, C21H25N3O6 overall. The level of theory is ωB97M-V/def2-TZVPD.

SMILES   CNC(=O)[C@H](Cc1ccc(O)cc1)NC(C)=O.Nc1ccccc1C(=O)CC(=O)O
Frontier orbital gap   8.396 eV
Total energy   -38939.7166 eV
E_HOMO   -8.2 eV
E_LUMO   0.2 eV
Energy relative to the best compared isomer or geometry (same formula, charge and spin)   17.75 kJ/mol

ORCA input file:
```
! RIJCOSX wB97M-V def2-TZVPD def2/J DEFGRID3
* xyz 0 1
C -2.53 0.76 2.27
H 1.24 -3.21 3.57
C 4.95 2.42 -5.21
N 3.50 0.64 -5.76
H -5.58 -1.43 3.63
H -6.59 -1.40 0.94
H 5.03 2.65 -6.26
C -0.75 -2.45 3.52
H -2.08 3.32 -1.56
H -3.90 0.30 3.84
C 4.74 1.84 -2.49
H 1.47 -0.28 -1.68
H 3.90 0.65 -6.69
C 4.15 1.36 -4.79
H -6.73 -3.02 1.63
C -4.21 -1.89 2.23
C 5.54 2.90 -2.92
H -0.42 0.67 2.75
H 6.27 4.02 -4.61
C -1.73 2.32 0.06
O 4.42 -1.12 -0.37
C -3.06 -1.59 3.21
N -1.78 -2.12 2.74
C 0.48 -2.98 2.82
H 0.86 -2.22 2.14
H -1.69 -2.24 1.74
O -0.78 -2.35 4.74
H -3.31 -2.07 4.16
H 3.10 -0.25 -5.43
H -2.22 0.08 4.27
C 4.02 1.05 -3.42
O -1.34 3.07 -1.00
C 2.54 -0.12 -1.57
H 4.70 1.63 -1.43
C -1.16 1.05 2.06
H 4.62 -1.96 0.07
H 0.23 -3.87 2.26
C -2.94 -0.08 3.47
H -4.54 1.03 1.53
O 2.48 -2.26 -0.60
C -0.77 1.83 0.96
O -3.98 -2.25 1.08
C 3.18 -0.08 -2.95
C -3.49 1.26 1.38
O 2.92 -1.02 -3.69
H 6.08 3.50 -2.19
H 2.69 0.81 -1.03
H -7.55 -1.65 2.41
H 0.27 2.05 0.79
C 3.16 -1.27 -0.82
N -5.46 -1.73 2.68
C 5.64 3.20 -4.28
C -6.65 -1.96 1.87
H -3.85 2.41 -0.41
C -3.10 2.04 0.27
*
```

Atom charges from the Mulliken analysis, given in e for atoms 1 to 5: 0.25 0.34 -0.76 -0.49 0.29

***

No. 6
This record from the OMol25 dataset describes a 7-piece molecular cluster, C21H26BF6O21P overall. The level of theory is ωB97M-V/def2-TZVPD.

SMILES   O=C1OC[C@@H](F)O1.O=C1OC[C@@H](F)O1.O=C1OC[C@@H](F)O1.O=C1OC[C@@H](F)O1.O=C1OC[C@@H](F)O1.O=C1OC[C@@H](F)O1.COB(O)PCC=O
Frontier orbital gap   8.236 eV
Total energy   -91465.7030 eV
E_HOMO   -8.2 eV
E_LUMO   0.0 eV
Energy relative to the best compared isomer or geometry (same formula, charge and spin)   235.83 kJ/mol

ORCA input file:
```
! RIJCOSX wB97M-V def2-TZVPD def2/J DEFGRID3
* xyz 0 1
C 4.31 6.01 5.70
B -3.17 -1.68 -3.73
O 3.30 2.88 1.30
C -3.13 -4.08 -3.89
H -4.53 0.23 -5.19
H -1.54 -1.21 -9.13
O -4.29 -4.98 -1.12
H -7.13 -0.55 -3.89
O 7.51 3.01 5.30
H -2.36 -5.62 -0.79
C -1.13 -3.34 2.55
O -0.02 -2.67 2.14
H 2.19 1.20 1.71
C 7.02 3.16 4.03
H -2.60 0.61 -10.34
O 3.20 4.88 2.36
H 3.69 6.90 5.80
H 6.14 5.44 4.64
H -4.18 -4.00 -3.43
O -4.16 0.66 -9.00
C 1.10 2.81 0.76
H -1.69 -0.63 3.98
O 4.62 5.51 6.99
F -0.03 2.13 1.08
H -0.67 -0.75 1.78
O -2.87 -2.80 -4.58
C -3.56 0.75 -7.78
H -0.46 -1.69 4.70
C -3.26 -0.08 -9.80
C -3.37 -5.79 -0.41
O -3.89 1.52 -6.92
O -1.45 -4.42 2.14
C 7.85 1.64 5.44
O -1.83 -2.64 3.48
H -2.66 -5.50 1.61
H -2.38 -4.27 -3.04
C 5.85 6.00 7.32
C -0.20 -1.34 2.57
H 3.77 5.27 5.11
F 5.62 7.36 4.29
H 9.06 1.38 3.64
C 2.31 1.94 0.92
C 5.67 6.30 5.14
F 1.01 -0.81 2.88
C -1.05 -1.49 3.80
H -6.48 -2.44 -1.85
H -4.39 -5.91 1.50
F -3.71 -7.09 -0.59
H -3.07 -4.91 -4.68
H 0.99 3.26 -0.23
O 6.42 6.67 6.28
O 6.37 5.85 8.39
H 8.74 1.52 6.05
C -2.55 -0.95 -8.81
O -2.54 -0.14 -7.65
O -4.88 -2.82 -0.80
C -6.32 -1.36 -4.03
H -2.60 -0.74 -2.04
H -6.44 -1.73 -5.12
O 6.54 4.18 3.61
F -3.98 -0.82 -10.68
P -4.65 -0.46 -3.91
H -3.10 -1.88 -8.60
C 8.05 1.21 4.02
O -3.91 -4.00 0.87
C -4.41 -3.85 -0.38
C -6.52 -2.54 -2.98
H 2.58 1.44 -0.01
O 7.14 2.02 3.30
C 2.65 3.95 1.84
C -3.57 -5.37 1.01
H 7.02 1.11 5.92
F 7.71 -0.08 3.85
O -2.23 -1.43 -2.65
O 1.30 3.82 1.72
O -6.77 -3.70 -3.46
*
```

Atom charges from the Mulliken analysis, given in e for atoms 1 to 5: -0.28 0.78 -0.28 -0.22 -0.08

***

No. 7
This record from the OMol25 dataset describes C21H26Cl2IrN2OSi2 as an isolated structure. The level of theory is ωB97M-V/def2-TZVPD.

Frontier orbital gap (spin up / spin down)   5.579 / 5.543 eV
Total energy   -70859.9381 eV
E_HOMO (spin up / spin down)   -10.5 / -10.5 eV
E_LUMO (spin up / spin down)   -4.9 / -5.0 eV

ORCA input file:
```
! RIJCOSX wB97M-V def2-TZVPD def2/J DEFGRID3
* xyz 1 1
C 2.23 -2.73 -0.15
C 0.74 -1.17 -3.45
H 1.92 3.50 -3.09
C 4.09 -0.68 -1.69
H 1.39 -2.82 0.54
Cl -0.55 -3.04 4.74
H 3.87 -1.11 -2.67
Si 0.88 1.82 -1.57
H -4.67 2.02 4.03
C -0.06 -2.02 -4.20
H -2.86 1.89 0.16
H -1.83 -3.25 -4.20
H 3.13 2.35 -2.57
C -0.91 2.03 -2.23
C -3.88 2.08 2.04
C -2.41 -1.17 5.30
O -0.53 -1.52 2.22
H 1.96 -3.25 -1.07
C 2.10 2.45 -2.89
C -1.50 -2.28 -2.32
H 1.99 1.92 -3.83
H 2.12 2.71 0.42
Si 2.65 -0.89 -0.46
C 0.37 -0.90 -2.13
H 0.21 -2.23 -5.22
C 3.06 -0.07 1.20
H 4.33 0.37 -1.84
C 1.08 2.72 0.10
C -3.98 1.60 3.33
C -3.21 -0.09 5.00
C -1.19 -2.59 -3.63
Cl -4.28 0.54 6.19
N -0.74 -1.46 -1.60
C -3.16 0.52 3.72
H -1.62 1.46 -1.63
C -2.94 1.52 1.17
C -1.38 -1.10 3.08
Ir -0.43 -0.41 0.38
C -1.52 -1.68 4.37
N -2.14 0.53 1.52
H 2.20 -0.10 1.88
H 4.98 -1.18 -1.31
H 3.36 0.96 1.09
C 1.08 -0.04 -1.19
H -2.37 -2.69 -1.84
H -2.48 -1.64 6.28
H 3.07 -3.25 0.28
H 3.87 -0.60 1.69
H 0.49 2.25 0.89
H -0.99 1.69 -3.25
C -2.25 0.01 2.77
H -4.52 2.88 1.71
H 1.62 -0.71 -3.87
H -1.22 3.07 -2.21
H 0.78 3.76 0.03
*
```

Atom charges from the Mulliken analysis, given in e for atoms 1 to 5: -0.99 -0.58 0.41 -1.13 0.26

***

No. 8
This record from the OMol25 dataset describes C21H26CoN3O7Si as an isolated structure. The level of theory is ωB97M-V/def2-TZVPD.

Frontier orbital gap (spin up / spin down)   5.572 / 6.455 eV
Total energy   -86504.2086 eV
E_HOMO (spin up / spin down)   -1.1 / -2.0 eV
E_LUMO (spin up / spin down)   4.5 / 4.5 eV
Energy relative to the best compared isomer or geometry (same formula, charge and spin)   17.97 kJ/mol

ORCA input file:
```
! RIJCOSX wB97M-V def2-TZVPD def2/J DEFGRID3
* xyz -2 5
C -0.19 -2.27 4.29
C -3.27 -0.44 0.53
C 0.34 -2.12 1.90
H -0.44 -2.45 -2.12
H 3.65 -0.63 -0.13
C 2.28 4.27 -0.57
H -3.67 -2.54 0.08
C 1.52 2.85 1.28
O 0.04 1.47 -0.96
H 2.86 4.76 0.20
C 0.29 -3.54 1.88
H -0.41 -4.25 5.12
O 0.40 2.68 -4.78
H 1.65 4.43 -3.90
N 3.19 5.82 -2.24
C -3.42 0.01 -0.94
H -1.95 -2.08 0.01
Co -0.28 0.52 0.79
H -2.45 -0.03 -1.44
H 3.13 -3.33 -1.45
H -4.13 -0.63 -1.48
N 0.01 2.49 -3.62
H 0.89 -1.76 -3.08
H -4.55 -0.59 2.28
H 2.46 0.58 -0.59
Si 1.43 -1.69 -0.62
H -5.40 -0.88 0.74
H -2.75 -2.27 1.58
C 0.04 -4.28 3.02
C -0.21 -3.66 4.24
C 0.31 -1.66 -2.15
C 1.50 3.21 -0.21
C -2.18 0.38 1.19
H 1.70 -4.21 -0.92
H 2.85 -3.58 0.27
O 3.24 6.19 -3.41
C -2.89 -1.93 0.55
H 0.43 -4.05 0.93
H -2.59 0.99 2.01
C 0.71 2.50 -1.19
N 0.56 -1.35 0.80
H -0.21 -0.70 -2.19
H -4.94 0.78 1.21
C 2.36 -3.37 -0.68
H -0.38 -1.76 5.23
O 2.25 3.53 2.01
O 3.86 6.35 -1.37
H 0.10 -0.44 3.21
C 0.08 -1.52 3.16
C -4.62 -0.27 1.23
H -3.76 1.04 -0.98
O 0.79 1.89 1.69
H 3.23 -0.41 -1.84
C 2.36 4.71 -1.90
C 2.83 -0.42 -0.82
H 0.01 -5.36 2.95
C 1.61 4.09 -2.88
C 0.78 3.04 -2.55
O -1.01 1.88 -3.39
*
```

Atom charges from the Mulliken analysis, given in e for atoms 1 to 5: -0.66 3.16 0.13 0.28 0.33